136
Properties=species:S:1:pos:R:3:lowdin_spin:R:1 method="wB97M-V/def2-TZVPD" lumo_ev="2.38 / 2.35" molar_mass_da=697.15 de_lowest_kcal_mol=0.00 spin_multiplicity=2 total_charge=-1
C -3.52771 -0.52570 0.08135 0.00
C -2.93604 0.95066 0.00763 0.00
N -3.96988 1.86291 0.29806 0.00
C -4.93432 1.92722 -0.78670 0.00
C -4.40879 2.11808 -2.20707 0.00
C -3.30175 3.18027 0.59887 0.02
C -4.16538 4.29975 0.92489 0.06
H -3.75080 -0.96746 -0.88983 0.00
H -4.29049 -0.57908 0.85816 0.00
H -2.81649 -1.15779 0.61310 0.00
H -2.29707 0.91300 0.88990 0.00
H -2.31762 1.11578 -0.87464 0.00
H -5.54481 1.02655 -0.85133 0.00
H -5.70548 2.69646 -0.74588 0.00
H -3.85694 3.04879 -2.33884 0.00
H -3.76831 1.31558 -2.57298 0.00
H -5.33602 2.16977 -2.77774 0.00
H -2.68101 3.54941 -0.21754 0.00
H -2.54394 2.99587 1.36032 0.01
H -4.56124 4.71006 -0.00412 0.00
H -3.52706 5.03962 1.40785 0.04
H -5.00610 3.98738 1.54432 0.01
C -2.81662 5.46087 -6.33773 0.00
C -1.36750 5.75699 -6.32367 0.00
N -0.66127 5.32156 -5.04925 0.00
C 0.76942 5.31024 -5.05095 0.00
C 1.33950 4.12811 -5.83678 0.00
C -1.19767 6.08078 -3.86670 0.00
C -1.11380 5.18433 -2.64130 0.01
H -3.23324 5.62965 -7.33072 0.00
H -3.32527 6.28865 -5.84360 0.00
H -3.17759 4.44777 -6.16046 0.00
H -1.01651 5.16308 -7.16758 0.00
H -1.00499 6.77673 -6.45331 0.00
H 1.07693 6.28131 -5.43896 0.00
H 1.24837 5.29996 -4.07186 0.00
H 0.82138 3.18147 -5.68332 0.00
H 1.33427 4.29734 -6.91355 0.00
H 2.34918 3.84512 -5.53915 0.00
H -2.24588 6.18490 -4.14693 0.00
H -0.78854 7.06967 -3.65976 0.00
H -0.10955 4.88286 -2.34347 0.00
H -1.61072 4.24019 -2.86440 0.00
H -1.43058 5.61225 -1.69019 0.01
C 4.28675 -1.09190 -3.34194 0.00
C 4.39680 -1.11075 -1.75882 0.00
N 5.64109 -0.52987 -1.24717 0.00
C 5.25520 -0.17885 0.15864 0.00
C 4.46551 1.09817 0.21995 0.00
C 6.93192 -1.25499 -1.50044 0.00
C 7.12290 -2.49117 -0.55239 0.00
H 5.02591 -1.69130 -3.87343 0.00
H 4.44263 -0.06702 -3.67871 0.00
H 3.29387 -1.36886 -3.69632 0.00
H 3.55125 -0.56845 -1.33566 0.00
H 4.24462 -2.06029 -1.24569 0.00
H 4.82445 -1.00397 0.72586 0.00
H 6.21898 0.09588 0.58729 0.00
H 4.58730 1.63373 1.16147 0.00
H 4.65445 1.79587 -0.59590 0.00
H 3.39702 0.92390 0.09322 0.00
H 7.74479 -0.55276 -1.31548 0.00
H 6.78335 -1.46340 -2.55996 0.00
H 7.63976 -2.28347 0.38453 0.00
H 7.54578 -3.36999 -1.03916 0.00
H 6.17308 -2.84081 -0.14782 0.00
C -3.77615 -7.18397 2.36741 0.00
C -2.35568 -6.82475 2.00902 0.00
N -1.49143 -6.66916 3.19442 0.00
C -0.42882 -5.80518 2.85122 0.00
C -0.76966 -4.34225 2.67000 0.00
C -1.02157 -7.98355 3.57614 0.00
C -0.49971 -8.09890 4.96387 0.00
H -4.37303 -7.22706 1.45637 0.00
H -4.24979 -6.35780 2.89768 0.00
H -3.89457 -8.05480 3.01219 0.00
H -1.87356 -7.44174 1.25075 0.00
H -2.51410 -5.87802 1.49260 0.00
H 0.14500 -6.06146 1.96063 0.00
H 0.30196 -5.86325 3.65787 0.00
H -1.27438 -4.19981 1.71445 0.00
H 0.08972 -3.68251 2.78956 0.00
H -1.53910 -4.01240 3.36804 0.00
H -1.84911 -8.69216 3.54216 0.00
H -0.44624 -8.34948 2.72573 0.00
H -0.45463 -9.12735 5.32214 0.00
H 0.49722 -7.66036 5.00760 0.00
H -1.26324 -7.59376 5.55546 0.00
C -0.00690 1.48689 4.54625 0.08
C 0.29640 0.08452 5.05934 0.02
O 1.38931 -0.47552 4.84008 0.01
N -0.67771 -0.55761 5.79084 0.01
C -0.69844 -1.90326 6.14798 0.01
H 0.90186 2.07234 4.68585 0.02
H -0.92186 1.88483 4.98511 0.05
H -0.21299 1.36197 3.48322 0.00
H -1.30359 0.11677 6.20749 0.02
H 0.25982 -2.41742 6.22205 0.00
H -1.12160 -2.54612 5.37612 0.00
H -1.41152 -1.93650 6.97170 0.00
C 2.34453 4.03837 1.73991 0.05
C 0.82316 3.81256 1.95556 0.02
O 0.23819 3.07405 1.16468 0.01
N 0.10964 4.40063 2.85464 0.03
C 0.52097 5.53114 3.68665 0.23
H 2.81723 3.36471 2.45463 0.01
H 2.71706 5.05848 1.83306 0.02
H 2.47373 3.70277 0.71094 0.00
H -0.86843 4.14986 2.83007 0.04
H 0.63815 6.46360 3.13450 0.04
H 1.49868 5.28680 4.10199 0.02
H -0.30957 5.65150 4.38221 0.08
C -1.46408 -4.35698 -2.72783 0.00
C -0.49129 -4.69862 -1.59958 0.00
O -0.68403 -5.68238 -0.91800 0.00
N 0.48531 -3.78818 -1.45944 0.00
C 1.53664 -3.92438 -0.43535 0.00
H -1.31326 -5.10150 -3.50953 0.00
H -1.22293 -3.38702 -3.16272 0.00
H -2.50753 -4.36986 -2.41296 0.00
H 0.28346 -2.86166 -1.80718 0.00
H 1.83913 -4.97145 -0.41990 0.00
H 1.22049 -3.56765 0.54489 0.00
H 2.51818 -3.54901 -0.72480 0.00
C 0.87209 1.47316 -1.72834 0.00
C 0.59970 0.24455 -0.94305 0.00
O 0.58940 -0.82428 -1.50751 0.00
N 0.31186 0.42955 0.32482 0.00
C 0.29740 -0.73510 1.22972 0.00
H 1.86538 1.33975 -2.15692 0.00
H 0.80451 2.38587 -1.13632 0.00
H 0.07630 1.42940 -2.47192 0.00
H 0.36753 1.31904 0.80002 0.00
H 1.31019 -1.05298 1.47734 0.00
H -0.25193 -1.53776 0.73770 0.00
H -0.31718 -0.54884 2.11046 0.00